Record 1
{"formula": "C21H29N3O3", "method": "ωB97M-V/def2-TZVPD", "smiles": "CCOC(=O)[C@]1(Cc2cccc(OC)c2)CCCN(Cc2cnn(C)c2)C1", "e_homo_ev": -8.18, "molar_mass_g_mol": 371.48, "lumo_energy_ev": 0.723, "total_charge": 0, "orbital_gap_ev": 8.91, "total_energy_ha": -1207.59174, "e_above_lowest_ev": 3.242, "elements": ["C", "C", "O", "C", "O", "C", "C", "C", "C", "C", "C", "C", "O", "C", "C", "C", "C", "C", "N", "C", "C", "C", "N", "N", "C", "C", "C", "H", "H", "H", "H", "H", "H", "H", "H", "H", "H", "H", "H", "H", "H", "H", "H", "H", "H", "H", "H", "H", "H", "H", "H", "H", "H", "H", "H", "H"], "coordinates": [[-4.210, -1.600, 1.098], [-3.484, -0.374, 1.629], [-2.076, -0.620, 1.652], [-1.276, 0.211, 0.989], [-1.662, 1.196, 0.408], [0.187, -0.208, 1.044], [0.574, -0.553, -0.416], [-0.388, -1.534, -1.027], [-0.175, -2.901, -0.924], [-1.102, -3.792, -1.442], [-2.244, -3.332, -2.063], [-2.460, -1.959, -2.190], [-3.617, -1.594, -2.815], [-3.898, -0.221, -2.955], [-1.523, -1.069, -1.682], [0.412, -1.382, 2.002], [1.898, -1.594, 2.282], [2.505, -0.296, 2.827], [2.341, 0.830, 1.935], [3.328, 0.924, 0.871], [3.215, 2.226, 0.152], [3.391, 3.516, 0.682], [3.208, 4.437, -0.243], [2.917, 3.786, -1.363], [2.657, 4.502, -2.578], [2.907, 2.451, -1.174], [0.961, 1.033, 1.580], [-3.990, -2.463, 1.721], [-5.281, -1.420, 1.104], [-3.891, -1.821, 0.082], [-3.674, 0.505, 1.005], [-3.789, -0.158, 2.657], [0.567, 0.375, -0.991], [1.578, -0.972, -0.439], [0.719, -3.276, -0.449], [-0.932, -4.855, -1.357], [-2.981, -4.010, -2.463], [-3.938, 0.285, -1.986], [-4.876, -0.169, -3.431], [-3.159, 0.276, -3.592], [-1.667, -0.004, -1.774], [-0.041, -2.287, 1.595], [-0.089, -1.159, 2.946], [2.425, -1.894, 1.374], [2.023, -2.392, 3.016], [3.570, -0.427, 3.034], [2.005, -0.041, 3.768], [3.279, 0.105, 0.137], [4.310, 0.873, 1.357], [3.635, 3.790, 1.688], [2.775, 5.563, -2.366], [1.639, 4.314, -2.927], [3.361, 4.208, -3.359], [2.696, 1.770, -1.975], [0.892, 1.844, 0.854], [0.447, 1.361, 2.492]]}

---

Record 2
{"formula": "C21H29N3O4S", "method": "ωB97M-V/def2-TZVPD", "smiles": "COc1ccc(NS(=O)(=O)c2c(C(=O)N3CCCCCC3)c(C)n(C)c2C)cc1", "e_homo_ev": -7.58, "molar_mass_g_mol": 419.55, "lumo_energy_ev": 0.502, "total_charge": 0, "orbital_gap_ev": 8.08, "total_energy_ha": -1681.04236, "e_above_lowest_ev": 1.898, "elements": ["C", "O", "C", "C", "C", "C", "N", "S", "O", "O", "C", "C", "C", "O", "N", "C", "C", "C", "C", "C", "C", "C", "C", "N", "C", "C", "C", "C", "C", "H", "H", "H", "H", "H", "H", "H", "H", "H", "H", "H", "H", "H", "H", "H", "H", "H", "H", "H", "H", "H", "H", "H", "H", "H", "H", "H", "H", "H"], "coordinates": [[-7.351, -0.927, 0.919], [-6.674, -0.114, -0.005], [-5.323, 0.052, 0.145], [-4.557, -0.516, 1.154], [-3.193, -0.280, 1.205], [-2.572, 0.532, 0.264], [-1.203, 0.807, 0.371], [-0.195, 0.754, -0.962], [-0.654, 1.669, -1.967], [0.032, -0.607, -1.375], [1.286, 1.357, -0.224], [2.051, 0.575, 0.679], [1.602, -0.767, 1.130], [0.568, -0.858, 1.790], [2.357, -1.831, 0.816], [3.510, -1.748, -0.054], [3.118, -1.708, -1.534], [2.653, -3.059, -2.069], [1.482, -3.637, -1.276], [1.910, -4.184, 0.088], [1.881, -3.144, 1.209], [3.088, 1.368, 1.107], [4.156, 1.089, 2.105], [2.987, 2.580, 0.471], [3.891, 3.677, 0.678], [1.889, 2.586, -0.339], [1.478, 3.743, -1.172], [-3.342, 1.103, -0.747], [-4.697, 0.859, -0.805], [-7.273, -0.532, 1.937], [-6.977, -1.956, 0.900], [-8.395, -0.919, 0.610], [-5.002, -1.149, 1.906], [-2.599, -0.730, 1.987], [-0.753, 0.260, 1.108], [4.073, -0.846, 0.192], [4.146, -2.612, 0.150], [2.307, -0.990, -1.659], [3.978, -1.364, -2.114], [2.342, -2.923, -3.106], [3.487, -3.769, -2.063], [0.722, -2.863, -1.157], [1.044, -4.452, -1.856], [1.237, -4.990, 0.389], [2.908, -4.620, 0.002], [2.479, -3.502, 2.058], [0.854, -2.998, 1.553], [3.980, 0.119, 2.563], [4.156, 1.845, 2.890], [5.145, 1.084, 1.643], [3.747, 4.116, 1.669], [4.924, 3.336, 0.596], [3.713, 4.443, -0.073], [1.255, 4.613, -0.553], [2.256, 4.014, -1.886], [0.583, 3.459, -1.720], [-2.863, 1.722, -1.487], [-5.302, 1.292, -1.587]]}

---

Record 3
{"formula": "C21H29N7O3", "method": "ωB97M-V/def2-TZVPD", "smiles": "O=C(NCCOc1nc(N2CCCCC2)nc(N2CCOCC2)n1)Nc1ccccc1", "e_homo_ev": -8.23, "molar_mass_g_mol": 427.51, "lumo_energy_ev": 0.590, "total_charge": 0, "orbital_gap_ev": 8.82, "total_energy_ha": -1426.73098, "elements": ["O", "C", "N", "C", "C", "O", "C", "N", "C", "N", "C", "C", "C", "C", "C", "N", "C", "N", "C", "C", "O", "C", "C", "N", "N", "C", "C", "C", "C", "C", "C", "H", "H", "H", "H", "H", "H", "H", "H", "H", "H", "H", "H", "H", "H", "H", "H", "H", "H", "H", "H", "H", "H", "H", "H", "H", "H", "H", "H", "H"], "coordinates": [[-1.027, -0.584, -2.550], [0.074, -0.157, -2.810], [0.997, -0.854, -3.560], [0.843, -2.275, -3.769], [1.524, -3.136, -2.689], [0.684, -3.342, -1.571], [0.553, -2.348, -0.690], [-0.438, -2.510, 0.158], [-0.635, -1.489, 1.002], [-1.660, -1.582, 1.857], [-2.090, -0.464, 2.659], [-3.430, 0.066, 2.144], [-4.463, -1.057, 2.116], [-3.942, -2.207, 1.259], [-2.592, -2.684, 1.795], [0.153, -0.411, 1.072], [1.171, -0.399, 0.223], [2.002, 0.666, 0.254], [1.936, 1.634, 1.325], [3.091, 1.390, 2.302], [4.335, 1.413, 1.634], [4.391, 0.433, 0.623], [3.280, 0.644, -0.414], [1.411, -1.335, -0.707], [0.525, 1.106, -2.497], [-0.040, 2.048, -1.640], [-1.216, 1.823, -0.931], [-1.698, 2.797, -0.077], [-1.030, 3.999, 0.081], [0.135, 4.230, -0.632], [0.627, 3.262, -1.485], [1.954, -0.540, -3.512], [1.261, -2.525, -4.748], [-0.229, -2.486, -3.762], [1.710, -4.138, -3.082], [2.469, -2.678, -2.374], [-1.320, 0.305, 2.608], [-2.200, -0.802, 3.697], [-3.767, 0.886, 2.781], [-3.288, 0.448, 1.132], [-5.408, -0.686, 1.716], [-4.645, -1.412, 3.134], [-4.649, -3.038, 1.260], [-3.810, -1.869, 0.229], [-2.161, -3.447, 1.149], [-2.715, -3.085, 2.809], [0.973, 1.531, 1.820], [2.025, 2.635, 0.890], [3.138, 2.177, 3.056], [2.949, 0.417, 2.796], [5.378, 0.524, 0.165], [4.284, -0.570, 1.065], [3.279, -0.167, -1.142], [3.430, 1.609, -0.912], [1.432, 1.366, -2.857], [-1.737, 0.889, -1.058], [-2.610, 2.619, 0.472], [-1.415, 4.754, 0.750], [0.663, 5.166, -0.523], [1.538, 3.445, -2.041]]}

---

Record 4
{"formula": "C21H30AsN2O6PtS", "method": "ωB97M-V/def2-TZVPD", "e_homo_ev": [-9.78, -9.78], "molar_mass_g_mol": 708.55, "lumo_energy_ev": [-2.272, -2.271], "total_charge": 1, "orbital_gap_ev": [7.51, 7.51], "total_energy_ha": -4132.08048, "e_above_lowest_ev": 0.280, "elements": ["Pt", "C", "O", "C", "C", "C", "C", "C", "C", "N", "C", "C", "C", "C", "C", "C", "C", "O", "H", "H", "H", "H", "H", "H", "H", "H", "H", "H", "H", "H", "H", "O", "N", "O", "C", "As", "C", "C", "O", "H", "H", "H", "H", "H", "H", "H", "H", "H", "O", "S", "C", "C", "C", "C", "H", "H", "H", "H", "H", "H", "H", "H"], "coordinates": [[1.417, 0.532, -1.279], [-2.532, -1.821, 3.391], [-1.131, -1.654, 3.504], [-0.335, -2.421, 2.730], [-0.783, -3.451, 1.913], [0.126, -4.230, 1.207], [1.485, -3.990, 1.304], [1.933, -2.958, 2.115], [1.040, -2.167, 2.812], [1.552, -1.189, 3.706], [1.151, 0.045, 4.018], [0.320, 0.952, 3.385], [-0.105, 2.076, 4.169], [-0.951, 3.009, 3.676], [-1.396, 2.890, 2.325], [-0.981, 1.883, 1.519], [-0.070, 0.859, 1.985], [0.409, 0.002, 1.215], [-2.976, -1.101, 4.073], [-2.839, -2.830, 3.677], [-2.867, -1.608, 2.372], [-1.840, -3.674, 1.856], [-0.238, -5.045, 0.593], [2.194, -4.597, 0.759], [2.993, -2.745, 2.194], [2.290, -1.544, 4.294], [1.584, 0.378, 4.957], [0.247, 2.148, 5.192], [-1.283, 3.838, 4.285], [-2.066, 3.646, 1.930], [-1.277, 1.839, 0.478], [2.182, -1.326, -1.087], [3.259, -0.948, -0.540], [3.261, 0.313, -0.478], [0.501, 2.623, -4.283], [1.464, 3.235, -2.746], [1.150, 5.105, -2.513], [3.337, 2.960, -3.033], [0.932, 2.491, -1.324], [0.869, 3.135, -5.171], [-0.556, 2.836, -4.139], [0.649, 1.549, -4.371], [1.448, 5.645, -3.410], [1.733, 5.449, -1.661], [0.092, 5.265, -2.317], [3.696, 3.656, -3.789], [3.500, 1.933, -3.353], [3.854, 3.133, -2.091], [-0.384, 0.277, -2.201], [-1.421, -0.518, -1.342], [-0.949, -2.250, -1.537], [-1.463, -2.679, -2.903], [-2.877, -2.113, -2.981], [-2.777, -0.650, -2.549], [-1.450, -2.775, -0.721], [0.126, -2.314, -1.374], [-1.443, -3.763, -3.007], [-0.833, -2.255, -3.688], [-3.531, -2.660, -2.300], [-3.309, -2.185, -3.978], [-3.683, -0.241, -2.108], [-2.447, 0.000, -3.360]]}

---

Record 5
{"formula": "C21H30BN2O9PS", "method": "ωB97M-V/def2-TZVPD", "e_homo_ev": 1.78, "molar_mass_g_mol": 528.33, "lumo_energy_ev": 2.721, "total_charge": -2, "orbital_gap_ev": 0.95, "total_energy_ha": -2369.11829, "elements": ["C", "C", "B", "O", "C", "C", "C", "C", "O", "O", "C", "C", "O", "C", "C", "C", "S", "C", "C", "C", "P", "N", "O", "O", "C", "C", "O", "C", "C", "C", "N", "H", "H", "H", "H", "H", "H", "H", "H", "H", "H", "H", "H", "H", "H", "H", "H", "H", "H", "H", "H", "H", "H", "H", "H", "H", "H", "O", "C", "C", "O", "H", "H", "H", "H"], "coordinates": [[-5.502, 0.353, -3.076], [-5.125, 1.792, -3.465], [-3.721, 2.247, -2.918], [-3.472, 3.525, -2.515], [-2.512, 1.239, -2.883], [-1.850, 0.887, -4.061], [-0.773, 0.018, -4.063], [-0.068, -0.260, -5.369], [0.035, 0.910, -6.184], [-0.896, 0.774, -7.274], [-0.356, -0.571, -2.876], [0.785, -1.553, -2.850], [1.983, -0.865, -2.543], [3.178, -1.520, -2.924], [-1.012, -0.238, -1.681], [-2.084, 0.654, -1.698], [-2.925, 0.970, -0.169], [-1.505, 1.033, 0.876], [-1.385, 1.934, 1.918], [-0.264, 1.919, 2.749], [-0.323, 3.196, 4.017], [-1.544, 3.206, 4.956], [-0.206, 4.568, 3.155], [1.042, 3.196, 4.856], [0.766, 0.996, 2.501], [2.055, 0.896, 3.314], [2.802, -0.224, 2.974], [2.392, -1.449, 3.622], [0.642, 0.119, 1.431], [-0.481, 0.127, 0.628], [-0.614, -0.773, -0.445], [-6.504, 0.105, -3.433], [-4.811, -0.356, -3.533], [-5.481, 0.204, -1.995], [-5.920, 2.491, -3.187], [-5.044, 1.831, -4.561], [-4.274, 4.049, -2.419], [-2.174, 1.333, -4.995], [-0.584, -1.022, -5.954], [0.965, -0.569, -5.197], [-1.365, 1.619, -7.216], [0.867, -2.078, -3.807], [0.603, -2.335, -2.102], [3.742, -1.826, -2.041], [2.980, -2.412, -3.526], [3.787, -0.834, -3.518], [-2.185, 2.645, 2.094], [-2.161, 2.427, 4.771], [0.497, 4.498, 2.498], [1.843, 3.322, 4.335], [1.831, 0.915, 4.386], [2.694, 1.754, 3.060], [1.324, -1.419, 3.873], [2.965, -1.619, 4.533], [2.583, -2.303, 2.975], [1.434, -0.596, 1.249], [0.202, -1.362, -0.515], [3.272, -4.128, 3.926], [4.319, -4.275, 4.772], [3.964, -4.621, 6.286], [5.007, -4.750, 7.132], [4.968, -3.358, 4.866], [5.040, -5.084, 4.482], [3.322, -5.541, 6.193], [3.231, -3.810, 6.566]]}

---

Record 6
{"formula": "C21H30BrClF8InO3SSi2", "method": "ωB97M-V/def2-TZVPD", "e_homo_ev": -16.33, "molar_mass_g_mol": 800.87, "lumo_energy_ev": -14.400, "total_charge": 3, "orbital_gap_ev": 1.93, "total_energy_ha": -6042.63387, "elements": ["C", "C", "C", "C", "C", "C", "C", "C", "Si", "C", "C", "F", "C", "C", "C", "C", "C", "C", "C", "C", "O", "Si", "Cl", "Br", "S", "O", "O", "C", "F", "F", "C", "F", "F", "C", "F", "F", "F", "H", "H", "H", "H", "H", "H", "H", "H", "H", "H", "H", "H", "H", "H", "H", "H", "H", "H", "H", "H", "H", "H", "H", "H", "H", "H", "H", "H", "H", "H", "In"], "coordinates": [[-0.783, 4.221, -4.296], [-1.188, 4.002, -2.719], [-0.135, 4.659, -1.647], [1.075, 3.660, -1.164], [1.876, 2.945, -2.409], [1.159, 1.488, -2.747], [2.262, 0.332, -2.377], [2.269, -0.084, -0.757], [1.316, -1.712, -0.378], [1.939, -3.011, -1.714], [1.041, -4.386, -1.398], [0.273, -4.795, -2.633], [1.691, -2.509, 1.331], [1.926, -1.460, 2.565], [2.956, -0.186, 2.597], [3.045, 0.756, 3.976], [2.174, 0.471, 5.344], [2.229, 1.355, 6.727], [1.172, -0.834, 5.328], [1.058, -1.738, 3.959], [-0.384, -1.454, -0.734], [-1.263, -0.761, 0.618], [-0.338, 0.931, 1.543], [-1.909, -2.411, 2.113], [-3.152, -0.013, -0.234], [-2.725, 0.913, -1.436], [-3.904, 0.940, 0.767], [-4.244, -1.374, -0.914], [-3.451, -2.536, -1.404], [-4.910, -0.798, -2.142], [-5.484, -1.812, 0.088], [-6.673, -0.921, -0.188], [-5.182, -1.663, 1.532], [-6.028, -3.351, -0.186], [-7.290, -3.493, 0.629], [-6.289, -3.458, -1.648], [-5.058, -4.354, 0.329], [0.265, 4.726, -4.457], [-1.637, 4.851, -4.790], [-0.769, 3.158, -4.805], [-1.275, 2.843, -2.527], [-2.262, 4.456, -2.476], [-0.756, 4.927, -0.664], [0.321, 5.677, -2.045], [1.895, 4.270, -0.552], [0.716, 2.788, -0.436], [1.819, 3.574, -3.411], [3.009, 2.862, -2.123], [0.220, 1.291, -2.038], [0.875, 1.395, -3.886], [3.327, 0.778, -2.679], [2.090, -0.586, -3.084], [1.978, 0.837, -0.097], [3.418, -0.304, -0.519], [3.083, -3.237, -1.603], [1.623, -2.698, -2.816], [0.215, -4.189, -0.570], [1.722, -5.314, -1.135], [2.710, -3.117, 1.210], [0.847, -3.282, 1.576], [3.630, 0.057, 1.672], [3.771, 1.695, 3.999], [3.148, 1.116, 7.425], [2.121, 2.518, 6.513], [1.264, 1.075, 7.371], [0.509, -1.164, 6.264], [0.329, -2.667, 4.000], [2.723, -5.900, 0.365]]}

---

Record 7
{"formula": "C21H30CaIN4PSb", "method": "ωB97M-V/def2-TZVPD", "e_homo_ev": [-2.46, -2.09], "molar_mass_g_mol": 658.22, "lumo_energy_ev": [2.070, 2.108], "total_charge": -1, "orbital_gap_ev": [4.53, 4.20], "total_energy_ha": -2593.97992, "e_above_lowest_ev": 0.299, "elements": ["Ca", "C", "Sb", "C", "C", "H", "H", "H", "H", "H", "H", "H", "H", "H", "C", "N", "C", "N", "C", "N", "C", "P", "C", "C", "H", "H", "H", "H", "H", "H", "H", "H", "H", "H", "H", "H", "C", "C", "C", "C", "C", "C", "C", "H", "H", "H", "H", "H", "I", "C", "C", "C", "C", "N", "C", "H", "H", "H", "H"], "coordinates": [[-0.112, 0.352, -1.872], [-0.737, -4.178, -0.261], [-1.495, -2.275, -0.795], [-3.582, -2.900, -0.313], [-1.888, -2.749, -2.865], [-1.376, -4.920, -0.737], [-0.760, -4.321, 0.819], [0.286, -4.268, -0.622], [-3.813, -3.884, -0.731], [-4.282, -2.169, -0.733], [-3.741, -2.934, 0.768], [-2.456, -3.679, -2.911], [-0.930, -2.869, -3.363], [-2.477, -1.973, -3.367], [-1.393, 1.251, 3.949], [-2.103, 1.909, 2.855], [-1.688, 3.311, 2.808], [-0.246, 3.503, 2.705], [0.398, 2.792, 3.804], [0.062, 1.370, 3.877], [0.606, 0.633, 2.732], [-0.030, 1.236, 1.090], [-1.829, 1.234, 1.587], [0.264, 3.045, 1.410], [-1.664, 0.193, 3.963], [-1.721, 1.708, 4.886], [-2.029, 3.793, 3.729], [-2.171, 3.799, 1.959], [0.083, 3.258, 4.741], [1.481, 2.896, 3.709], [0.367, -0.428, 2.835], [1.695, 0.717, 2.736], [-2.163, 0.196, 1.649], [-2.421, 1.707, 0.796], [-0.184, 3.631, 0.604], [1.338, 3.235, 1.362], [1.014, -1.555, -1.810], [1.711, -2.752, -1.932], [2.643, -3.226, -0.937], [3.304, -4.429, -1.050], [3.106, -5.291, -2.135], [2.224, -4.858, -3.125], [1.570, -3.644, -3.054], [2.815, -2.600, -0.066], [3.991, -4.721, -0.260], [3.625, -6.238, -2.210], [2.060, -5.485, -3.998], [0.933, -3.333, -3.877], [-1.063, 6.616, -2.092], [0.230, 4.994, -1.845], [1.537, 5.215, -1.370], [2.348, 4.048, -1.264], [1.843, 2.821, -1.567], [0.544, 2.605, -1.992], [-0.226, 3.745, -2.148], [1.902, 6.201, -1.130], [3.378, 4.124, -0.938], [2.463, 1.933, -1.483], [-1.237, 3.607, -2.518]]}